# C24H48BCrF4O18

A structure of composition C24H48BCrF4O18 in a non-equilibrium geometry (ωB97M-V/def2-TZVPD, the Open Molecules 2025 dataset).

## Properties
DFT total energy = -3766.35217 a.u.
E_LUMO (spin up / spin down) = -5.2 / -4.5 eV
HOMO (spin up / spin down) = -11.51 / -11.51 eV

Geometry as ORCA input:
```
! wB97M-V def2-TZVPD RIJCOSX def2/J DEFGRID3
* xyz 1 5
Cr -0.289 3.025 -0.625
B 0.596 0.522 -1.828
F 0.704 0.849 -0.472
F -0.013 1.632 -2.372
F 1.827 0.280 -2.346
F -0.151 -0.637 -1.965
C -5.131 0.564 3.259
C -4.745 0.467 1.767
O -3.453 1.067 1.553
C -2.870 1.131 0.304
O -1.885 1.846 0.099
O -3.574 0.379 -0.605
C -3.074 0.429 -1.984
H -5.978 -0.102 3.421
H -5.386 1.573 3.583
H -4.441 0.067 3.942
H -5.487 1.090 1.268
H -4.835 -0.505 1.280
H -1.998 0.530 -2.119
H -3.610 1.243 -2.472
H -3.615 -0.347 -2.525
C 2.494 5.242 2.877
C 2.900 3.844 2.351
O 2.206 2.788 3.073
C 1.071 2.219 2.631
O 0.516 2.561 1.576
O 0.709 1.254 3.476
C -0.503 0.562 3.108
H 2.521 5.237 3.967
H 1.450 5.441 2.634
H 3.133 5.969 2.376
H 3.987 3.774 2.380
H 2.832 3.712 1.271
H -0.528 0.244 2.065
H -1.341 1.248 3.235
H -0.668 -0.286 3.772
C 3.093 -0.983 5.266
C 4.517 -0.876 4.672
O 4.469 0.102 3.656
C 4.510 -0.167 2.300
O 4.676 -1.266 1.868
O 4.523 0.956 1.570
C 4.480 0.964 0.161
H 2.330 -1.204 4.519
H 2.850 -0.025 5.726
H 3.002 -1.846 5.925
H 4.753 -1.811 4.164
H 5.307 -0.822 5.421
H 3.675 0.354 -0.247
H 5.462 0.737 -0.255
H 4.190 1.950 -0.202
C -1.952 -5.571 4.933
C -2.702 -4.631 3.911
O -1.849 -4.405 2.787
C -1.736 -3.133 2.231
O -2.289 -2.083 2.586
O -0.782 -3.170 1.319
C -0.255 -2.077 0.654
H -0.961 -5.208 5.208
H -1.929 -6.571 4.500
H -2.553 -5.555 5.843
H -3.054 -3.696 4.346
H -3.598 -5.059 3.461
H -0.945 -1.343 0.239
H 0.323 -2.441 -0.196
H 0.439 -1.489 1.256
C 3.465 -7.179 -6.881
C 3.460 -5.667 -7.247
O 3.568 -4.722 -6.189
C 2.521 -4.165 -5.531
O 1.349 -4.625 -5.477
O 2.973 -3.193 -4.818
C 2.130 -2.404 -3.991
H 2.975 -7.800 -7.631
H 2.930 -7.477 -5.979
H 4.525 -7.404 -6.763
H 2.576 -5.420 -7.836
H 4.205 -5.500 -8.025
H 1.288 -2.862 -3.472
H 1.709 -1.546 -4.515
H 2.728 -2.045 -3.153
C -5.022 6.500 -1.796
C -4.089 5.288 -1.732
O -3.375 5.186 -2.916
C -2.298 4.346 -2.968
O -1.802 3.692 -2.004
O -1.849 4.364 -4.178
C -0.612 3.641 -4.494
H -5.588 6.360 -2.717
H -4.371 7.373 -1.836
H -5.640 6.591 -0.902
H -4.718 4.400 -1.677
H -3.487 5.260 -0.824
H -0.587 2.580 -4.247
H 0.306 4.150 -4.201
H -0.630 3.733 -5.580
*
```



# CH14NO4

A cluster of 5 separate species, CH14NO4 in total in a non-equilibrium geometry (ωB97M-V/def2-TZVPD, the Open Molecules 2025 dataset).

## Properties
DFT total energy = -401.96665 a.u.
E_LUMO = -2.8 eV
HOMO = -14.90 eV

Geometry as ORCA input:
```
! wB97M-V def2-TZVPD RIJCOSX def2/J DEFGRID3
* xyz 1 1
C -1.419 1.930 -1.569
N -0.313 1.169 -0.967
H -1.145 2.232 -2.567
H -1.482 2.918 -0.968
H -2.329 1.341 -1.660
H -0.151 0.227 -1.518
H 0.578 1.559 -1.049
H -0.435 0.995 0.081
H 2.075 -3.699 -1.094
H 0.614 -4.476 -0.841
O 1.048 -3.687 -1.298
H 0.444 2.601 3.872
H -0.303 1.555 4.591
O -0.162 1.897 3.691
H -0.224 0.808 2.201
H 1.144 0.005 2.037
O 0.234 0.085 1.709
H 0.445 -2.099 -1.780
H 0.755 -1.070 -2.712
O 0.220 -1.128 -1.903
*
```



# C17H39N2O9P2

A cluster of 3 separate species, C17H39N2O9P2 in total in a non-equilibrium geometry (ωB97M-V/def2-TZVPD, the Open Molecules 2025 dataset).

## Properties
DFT total energy = -2140.20413 a.u.
E_LUMO = -4.0 eV
HOMO = -11.26 eV

Geometry as ORCA input:
```
! wB97M-V def2-TZVPD RIJCOSX def2/J DEFGRID3
* xyz 1 1
C 1.501 0.934 4.343
C 1.792 0.930 2.825
O 2.678 1.618 2.450
N 1.013 0.110 1.956
C 1.016 0.613 0.576
C 1.401 -1.320 2.015
C 0.917 -2.098 3.278
C -0.526 -1.782 3.743
C -1.556 -1.556 2.591
C -2.079 -0.122 2.486
C -2.969 0.430 3.611
N -3.593 1.441 3.127
C -3.304 1.695 1.705
C -2.993 0.247 1.257
H 1.904 1.855 4.788
H 0.429 0.890 4.580
H 2.065 0.095 4.785
H 0.279 1.428 0.437
H 0.702 -0.187 -0.116
H 1.997 0.970 0.222
H 2.513 -1.345 2.039
H 1.110 -1.894 1.126
H 0.985 -3.172 3.036
H 1.637 -1.897 4.087
H -0.875 -2.666 4.308
H -0.605 -0.937 4.446
H -2.442 -2.184 2.816
H -1.198 -1.920 1.614
H -1.293 0.662 2.425
H -3.068 0.090 4.645
H -4.219 1.974 3.728
H -2.376 2.247 1.476
H -4.135 2.147 1.148
H -3.826 -0.455 1.110
H -2.301 0.130 0.406
C -2.741 3.272 -5.178
O -3.166 3.049 -3.818
P -4.555 3.772 -3.197
O -4.225 3.531 -1.753
O -5.569 2.623 -3.741
C -5.304 1.642 -4.728
O -5.902 4.742 -3.014
C -5.826 5.782 -2.037
H -1.700 3.592 -5.167
H -2.813 2.338 -5.735
H -3.341 4.039 -5.666
H -4.566 0.924 -4.363
H -4.986 2.088 -5.668
H -6.232 1.103 -4.912
H -4.902 6.348 -2.138
H -5.905 5.362 -1.038
H -6.672 6.449 -2.197
C 4.562 -1.536 -2.248
O 4.356 -2.908 -1.865
P 5.655 -3.970 -1.654
O 4.844 -5.226 -1.703
O 5.954 -3.553 -0.109
C 5.479 -2.407 0.566
O 7.192 -4.622 -1.700
C 7.416 -5.674 -2.641
H 3.942 -1.323 -3.118
H 4.251 -0.882 -1.431
H 5.604 -1.340 -2.500
H 4.397 -2.476 0.710
H 5.751 -1.488 0.049
H 5.943 -2.384 1.551
H 7.029 -5.411 -3.624
H 6.956 -6.594 -2.289
H 8.492 -5.832 -2.712
*
```